Entry 1:
{"formula": "C3H11O4S", "method": "ωB97M-V/def2-TZVPD", "elements": ["O", "C", "C", "C", "S", "H", "H", "H", "H", "H", "H", "H", "O", "H", "H", "O", "H", "H", "O"], "coordinates": [[-2.47661, -0.87119, -0.44034], [-1.23829, -1.25167, -0.59220], [-0.27293, -1.12288, 0.40957], [1.06210, -1.72318, 0.19111], [2.03558, -0.75384, -1.01496], [-1.02640, -1.86181, -1.45572], [-0.56547, -0.70406, 1.36431], [-0.45810, -0.26133, -0.54921], [0.97225, -2.76133, -0.13859], [1.61352, -1.75431, 1.14163], [1.62552, 1.82072, 0.92382], [2.47325, 0.60660, 0.78173], [2.28666, 1.32399, 1.40856], [-2.57353, 2.12515, 0.41282], [-2.37500, 0.15332, -0.19398], [-1.96014, 1.50370, 0.00824], [0.84222, 1.38901, -1.10185], [-0.44785, 1.95598, -0.43162], [0.48323, 2.18715, -0.72332]], "forces_ev_per_angstrom": [[-0.218, -0.329, -0.655], [-1.066, -1.743, 1.374], [-0.310, -0.727, -0.577], [0.999, -0.043, 0.339], [0.064, -0.288, -0.325], [0.482, 0.093, -0.432], [-0.007, 0.507, -0.266], [1.089, 1.069, 0.096], [-0.188, 0.013, -0.099], [-0.304, 0.116, -0.129], [-0.440, 0.396, -0.429], [0.099, -0.021, -0.209], [0.370, -0.237, 0.724], [0.103, -0.275, -0.109], [-0.491, 1.992, 0.673], [-0.268, -0.862, -0.019], [0.504, -0.654, -0.285], [0.155, 0.308, -0.125], [-0.573, 0.684, 0.452]], "lowdin_charge": [-0.012, -0.260, -0.122, -0.666, 0.361, 0.154, 0.156, 0.156, 0.050, 0.059, -0.023, -0.096, -0.136, -0.036, 0.022, -0.341, -0.091, -0.025, -0.151], "homo_ev": -4.07, "charge": -1, "homo_lumo_gap_ev": 7.401, "e_above_lowest_kj_mol": 269.98, "total_energy_ev": -22313.72834, "fmax_ev_per_a": 2.46}

Entry 2:
{"formula": "C4H11NO2", "method": "ωB97M-V/def2-TZVPD", "elements": ["C", "N", "C", "C", "C", "O", "H", "H", "H", "H", "H", "H", "H", "H", "H", "H", "H", "O"], "coordinates": [[0.85332, -1.60416, -2.81835], [0.83143, -1.41149, -1.35108], [1.26937, -0.08617, -0.96408], [1.01148, 0.18365, 0.50144], [0.87390, 1.67506, 0.86763], [1.61659, 2.29310, 1.56364], [1.64319, -0.96728, -3.20989], [-0.09988, -1.28791, -3.24373], [1.10514, -2.63167, -3.05638], [-0.12426, -1.47950, -1.03803], [0.95039, 0.71064, -1.65535], [2.36904, -0.03780, -1.03568], [-0.00379, -0.15072, 0.77246], [1.69756, -0.26074, 1.21127], [-0.00176, 2.10754, 0.35059], [-4.65403, -0.34215, 1.40815], [-5.72126, -1.12037, 2.40768], [-4.92867, -0.56845, 2.28916]], "forces_ev_per_angstrom": [[0.199, 0.428, 0.910], [-0.160, 0.075, -0.269], [1.722, 0.185, 0.051], [-1.369, 1.237, 1.072], [0.212, -1.358, -1.355], [0.155, 0.375, 0.455], [0.038, -0.027, -0.244], [0.050, -0.161, -0.371], [-0.222, -0.138, -0.146], [-0.220, -0.344, 0.091], [-0.538, 0.076, 0.315], [-0.166, -0.180, -0.318], [0.104, -0.364, -0.095], [0.326, -0.330, -0.247], [-0.129, 0.528, 0.157], [-0.665, -0.415, -0.620], [0.636, 0.483, -1.022], [0.027, -0.067, 1.638]], "lowdin_charge": [-0.114, -0.130, -0.288, -0.153, -0.280, 0.069, 0.072, 0.076, 0.069, 0.087, 0.118, 0.125, 0.115, 0.116, 0.118, 0.019, 0.046, -0.065], "homo_ev": -9.26, "charge": 0, "homo_lumo_gap_ev": 9.789, "e_above_lowest_kj_mol": 195.88, "total_energy_ev": -9910.21169, "fmax_ev_per_a": 2.13}

Entry 3:
{"formula": "C3H5N", "method": "ωB97M-V/def2-TZVPD", "elements": ["C", "C", "C", "N", "H", "H", "H", "H", "H"], "coordinates": [[-1.34772, 0.34982, -2.33807], [-0.72625, 0.28681, -1.33150], [1.19417, -0.06679, 0.54860], [0.77470, -0.54030, 1.69124], [-2.01956, 0.47736, -3.21334], [0.58509, -1.49478, 2.04075], [-0.07949, -0.13220, -0.51451], [1.22467, 1.00378, 0.76597], [0.39438, 0.11629, 2.35087]], "forces_ev_per_angstrom": [[-2.276, 0.667, -2.757], [1.199, -1.225, 1.989], [1.254, -0.974, 0.921], [-0.972, -0.115, 1.394], [1.114, -0.160, 1.226], [0.451, 0.412, -1.357], [-0.848, 0.741, -1.525], [-0.074, 0.484, -0.603], [0.153, 0.170, 0.712]], "lowdin_charge": [-0.025, -0.053, -0.095, -0.023, 0.035, 0.116, -0.069, 0.027, 0.087], "homo_ev": -8.85, "charge": 0, "homo_lumo_gap_ev": 9.602, "e_above_lowest_kj_mol": 492.40, "total_energy_ev": -4676.75379, "fmax_ev_per_a": 3.64}

Entry 4:
{"formula": "C3H8N2OS", "method": "ωB97M-V/def2-TZVPD", "elements": ["C", "C", "S", "N", "C", "N", "O", "H", "H", "H", "H", "H", "H", "H", "H"], "coordinates": [[0.53561, -0.27084, 0.63261], [1.14075, 0.45427, -0.61492], [3.93569, -0.40453, -0.16126], [-0.62387, -1.09436, 0.58373], [-1.80966, -0.32473, 0.25868], [-1.62306, 0.92002, -0.51102], [-2.88320, -0.85701, 0.48540], [0.48806, 0.51525, 1.38767], [1.37548, -0.89566, 0.99655], [1.02472, 1.52111, -0.72035], [2.26295, 0.43643, -0.65593], [1.02313, -0.09732, -1.52630], [-0.74944, -2.02206, 0.20350], [-1.65720, 0.84801, 0.65505], [-2.43996, 1.27142, -1.01341]], "forces_ev_per_angstrom": [[3.539, -0.336, -0.054], [0.082, -1.098, 0.129], [-1.074, 0.474, -0.247], [-2.056, 3.383, -0.493], [-1.457, -5.794, -3.153], [1.947, -1.906, 3.042], [0.143, 0.756, -0.150], [-0.678, -0.220, 0.263], [-0.532, 0.173, -0.087], [-0.604, 0.167, -0.012], [1.605, -0.408, 0.796], [-0.778, -0.042, -0.656], [0.730, 0.081, 0.136], [-0.145, 5.127, -0.960], [-0.722, -0.357, 1.444]], "lowdin_charge": [-0.279, -0.119, 0.149, 0.046, -0.615, 0.157, 0.065, 0.120, 0.081, 0.077, -0.154, 0.080, 0.146, 0.149, 0.098], "homo_ev": -9.50, "charge": 0, "homo_lumo_gap_ev": 6.630, "e_above_lowest_kj_mol": 730.72, "total_energy_ev": -19096.92866, "fmax_ev_per_a": 6.76}

Entry 5:
{"formula": "C3H6FN", "method": "ωB97M-V/def2-TZVPD", "elements": ["C", "C", "C", "H", "H", "H", "H", "H", "H", "N", "F"], "coordinates": [[-1.52625, 0.56766, 0.13573], [0.11260, 0.84291, -0.10144], [0.91873, -0.17929, -0.01787], [-0.93932, -1.55878, 0.38100], [-2.13858, -1.00422, -1.11660], [-1.63168, 0.89815, 1.15571], [-2.27387, 1.16814, -0.48008], [0.32274, 1.88492, -0.29765], [0.67853, -1.21070, 0.40809], [-1.81003, -0.83138, -0.01191], [2.40243, -0.19395, -0.00729]], "forces_ev_per_angstrom": [[2.456, -0.017, -0.713], [-2.848, 0.566, -0.512], [3.111, -2.071, 1.876], [-3.789, 2.920, -2.093], [1.797, 0.039, 4.095], [-0.345, 0.012, 0.547], [1.534, -0.607, 0.453], [0.649, -0.160, -0.048], [0.307, 1.646, -1.185], [0.353, -3.089, -2.025], [-3.224, 0.761, -0.396]], "lowdin_charge": [-0.294, -0.046, -0.116, 0.136, 0.148, 0.079, 0.122, 0.093, 0.108, -0.118, -0.111], "homo_ev": -9.27, "charge": 0, "homo_lumo_gap_ev": 10.229, "e_above_lowest_kj_mol": 208.14, "total_energy_ev": -7412.70448, "fmax_ev_per_a": 5.22}

Entry 6:
{"formula": "C6H12O", "method": "ωB97M-V/def2-TZVPD", "elements": ["C", "C", "C", "C", "O", "C", "C", "H", "H", "H", "H", "H", "H", "H", "H", "H", "H", "H", "H"], "coordinates": [[-0.36007, -0.27771, -1.96561], [0.44535, -0.18352, -0.67526], [0.67696, 1.22436, -0.12740], [1.28221, 0.89203, 1.23875], [0.78924, -0.40563, 1.61175], [-0.04827, -0.91796, 0.58311], [-1.52309, -0.74229, 0.97773], [0.20766, 0.19818, -2.77621], [-0.51849, -1.32360, -2.25460], [-1.33878, 0.21679, -1.90256], [1.43880, -0.61465, -0.86730], [-0.26417, 1.78371, -0.03062], [1.34437, 1.81344, -0.76641], [1.01464, 1.61792, 2.01607], [2.37982, 0.85142, 1.16644], [0.16064, -1.99258, 0.48239], [-1.80774, 0.31585, 1.07884], [-2.19870, -1.22816, 0.25785], [-1.66577, -1.21404, 1.95882]], "forces_ev_per_angstrom": [[-0.021, -0.025, 0.022], [-0.078, 0.005, -0.053], [-0.001, -0.011, -0.006], [0.129, 0.228, 0.022], [0.164, 0.268, 0.077], [-0.382, -0.147, -0.314], [0.113, -0.010, -0.080], [-0.194, -0.065, 0.137], [-0.031, 0.156, 0.056], [0.211, -0.108, 0.084], [-0.108, 0.069, -0.035], [0.134, -0.202, -0.029], [-0.051, -0.093, 0.196], [0.045, -0.146, -0.103], [-0.228, -0.063, 0.102], [-0.025, 0.166, 0.127], [0.132, -0.267, -0.112], [0.199, 0.149, 0.157], [-0.009, 0.096, -0.249]], "lowdin_charge": [-0.062, -0.342, -0.142, -0.183, -0.116, -0.367, -0.032, 0.079, 0.079, 0.080, 0.147, 0.114, 0.119, 0.117, 0.118, 0.147, 0.082, 0.079, 0.081], "homo_ev": -9.49, "charge": 0, "homo_lumo_gap_ev": 10.573, "e_above_lowest_kj_mol": 41.61, "total_energy_ev": -8463.92264, "fmax_ev_per_a": 0.52}